Record 1
{
  "formula": "C11H25BBrN3O6",
  "method": "ωB97M-V with the def2-TZVPD basis set",
  "orbital_gap_ha": 0.3389,
  "smiles": "COB(O)NC(=O)OC[C@@H](C)Br.CNC(C)=O.CNC(C)=O",
  "energy_ev": -99289.881,
  "fmax_ev_per_a": 2.4,
  "symbols": ["C", "O", "B", "O", "N", "C", "O", "O", "C", "C", "C", "Br", "H", "H", "H", "H", "H", "H", "H", "H", "H", "H", "H", "C", "C", "O", "N", "C", "H", "H", "H", "H", "H", "H", "H", "C", "C", "O", "N", "C", "H", "H", "H", "H", "H", "H", "H"],
  "coordinates": [[-3.3119, -0.4143, -5.9626], [-2.7186, 0.7645, -5.4226], [-2.0985, 0.6267, -4.1996], [-0.7263, 0.7369, -4.1072], [-2.9079, 0.4106, -3.0210], [-2.1909, 0.2706, -1.7990], [-2.0383, 1.2036, -1.0270], [-1.6528, -0.9335, -1.4918], [-2.1316, -2.0903, -2.1739], [-1.6977, -3.3299, -1.3998], [-2.8866, -4.0228, -0.7657], [-0.9126, -4.5994, -2.6751], [-4.2864, -0.1696, -6.3581], [-2.6756, -0.7890, -6.7535], [-3.4346, -1.2005, -5.2208], [-0.2827, -0.1053, -4.1785], [-3.6331, -0.2796, -3.1403], [-1.7085, -2.1359, -3.1688], [-3.2136, -2.0848, -2.2404], [-0.9537, -3.0937, -0.6564], [-3.6091, -4.2396, -1.5435], [-2.6026, -4.9426, -0.2788], [-3.3672, -3.3576, -0.0562], [0.5213, 2.7690, 3.0251], [1.3864, 3.2957, 1.9014], [2.6022, 3.4197, 2.0052], [0.7575, 3.6338, 0.7516], [-0.6637, 3.5553, 0.4423], [1.1466, 2.5469, 3.8823], [-0.2160, 3.5175, 3.3167], [0.0103, 1.8549, 2.7223], [1.3816, 3.9758, 0.0393], [-0.8129, 2.9008, -0.4109], [-1.0326, 4.5532, 0.1943], [-1.2263, 3.1686, 1.2831], [3.6641, 0.7981, 3.3830], [3.1908, -0.5683, 3.8143], [2.0337, -0.9319, 3.6673], [4.1037, -1.4031, 4.3844], [5.5088, -1.1514, 4.6402], [2.8436, 1.3380, 2.9516], [4.0415, 1.3621, 4.2370], [4.4510, 0.7130, 2.6329], [3.7225, -2.2966, 4.6491], [6.1229, -1.8822, 4.1106], [5.7161, -1.2355, 5.7087], [5.7875, -0.1578, 4.3090]],
  "atomic_forces_ev_per_a": [[0.0, 0.5, 0.0], [0.0, -0.6, 0.2], [-0.2, 0.5, -0.5], [-0.2, 0.4, 0.3], [0.9, -0.6, 0.3], [0.0, 1.8, 1.6], [-0.1, -1.8, -1.5], [-0.5, 0.2, 0.1], [0.6, -0.1, 0.0], [-0.6, -0.4, -0.1], [0.0, 0.2, -0.2], [0.2, 0.0, 0.1], [-0.3, 0.0, -0.2], [0.1, -0.2, -0.3], [0.0, -0.2, 0.2], [0.4, -0.2, 0.0], [-0.4, 0.2, 0.0], [0.0, 0.2, -0.3], [-0.3, 0.0, 0.0], [0.4, 0.1, 0.0], [-0.2, -0.2, -0.1], [0.0, -0.2, 0.2], [0.0, 0.1, 0.3], [0.1, 0.0, 0.0], [0.1, 0.1, -0.1], [-0.2, 0.0, 0.1], [-0.2, 0.0, 0.2], [0.5, 0.3, -0.3], [0.1, 0.0, 0.0], [-0.1, -0.1, 0.0], [-0.1, 0.0, 0.0], [0.0, 0.0, 0.0], [-0.1, 0.0, 0.1], [-0.1, 0.0, 0.1], [0.0, 0.0, 0.0], [0.2, -0.4, 0.2], [-0.1, 0.0, 0.0], [0.0, 0.0, 0.0], [0.1, 0.1, 0.0], [-0.2, -0.3, 0.1], [-0.2, 0.1, -0.1], [0.1, 0.0, -0.1], [0.1, 0.1, 0.0], [0.0, 0.0, 0.0], [0.1, 0.1, 0.0], [0.1, 0.1, 0.0], [0.0, 0.0, 0.0]],
  "nbo_charge": [-0.239, -0.725, 1.242, -0.922, -0.946, 0.921, -0.559, -0.500, -0.095, -0.229, -0.624, -0.029, 0.191, 0.186, 0.151, 0.503, 0.403, 0.190, 0.175, 0.247, 0.209, 0.231, 0.221, -0.728, 0.678, -0.654, -0.607, -0.417, 0.239, 0.225, 0.240, 0.398, 0.231, 0.188, 0.210, -0.720, 0.678, -0.641, -0.620, -0.410, 0.259, 0.224, 0.226, 0.396, 0.194, 0.194, 0.215]
}


Record 2
{
  "formula": "C28H18Br2N4ORe",
  "method": "ωB97M-V with the def2-TZVPD basis set",
  "de_lowest_kcal_mol": 0.0,
  "orbital_gap_ha": [0.2162, 0.2365],
  "energy_ev": -179538.957,
  "fmax_ev_per_a": 0.5,
  "charge": 2,
  "multiplicity": 2,
  "s2": 1.17,
  "symbols": ["Re", "C", "C", "N", "C", "C", "C", "C", "C", "C", "C", "N", "C", "C", "C", "C", "C", "C", "C", "C", "N", "C", "H", "H", "H", "H", "H", "H", "H", "H", "H", "H", "H", "H", "C", "C", "C", "C", "C", "C", "Br", "C", "C", "Br", "C", "O", "C", "N", "H", "H", "H", "H", "H", "H"],
  "coordinates": [[-0.0337, -0.8817, -0.0578], [-0.1730, -0.8797, 4.3288], [-0.5026, -1.0667, 2.9857], [0.3262, -0.7225, 2.0060], [1.5414, -0.1611, 2.3088], [1.9089, 0.1193, 3.6272], [1.0182, -0.2787, 4.6472], [3.1300, 0.8043, 3.8537], [3.8845, 1.1952, 2.7899], [3.5060, 0.8878, 1.4562], [2.3699, 0.1684, 1.2123], [1.8133, -0.2423, -0.0399], [2.5038, -0.2312, -1.2968], [3.8471, -0.1894, -1.5426], [4.3321, -0.1726, -2.8764], [3.4870, -0.2180, -3.9432], [2.0918, -0.3332, -3.7183], [1.1281, -0.4587, -4.7428], [-0.1973, -0.6251, -4.4312], [-0.5770, -0.6861, -3.0898], [0.3058, -0.5678, -2.1049], [1.6325, -0.3611, -2.3991], [-0.8708, -1.1945, 5.0906], [-1.4483, -1.5068, 2.6945], [1.2813, -0.0973, 5.6820], [3.4318, 1.0349, 4.8664], [4.7969, 1.7519, 2.9516], [4.1172, 1.2582, 0.6526], [4.5622, -0.2071, -0.7392], [5.4004, -0.1292, -3.0355], [3.8658, -0.2030, -4.9561], [1.4475, -0.4312, -5.7772], [-0.9513, -0.7295, -5.1973], [-1.6076, -0.8539, -2.8026], [-0.4185, 2.4215, -0.0058], [-1.7224, 1.6905, 0.0383], [-2.9483, 2.3680, 0.1169], [-4.1387, 1.6853, 0.1672], [-4.1416, 0.2796, 0.1397], [-5.2803, -0.5782, 0.1796], [-6.9954, 0.1512, 0.2847], [-5.1312, -1.9399, 0.1369], [-3.8499, -2.5326, 0.0525], [-3.6811, -4.3819, -0.0055], [-2.7416, -1.7272, 0.0150], [-1.4594, -2.1513, -0.0737], [-2.8938, -0.3420, 0.0596], [-1.7123, 0.3532, 0.0071], [-0.5785, 3.4961, -0.0296], [0.1551, 2.1380, -0.8908], [0.1848, 2.1871, 0.8750], [-2.9373, 3.4483, 0.1371], [-5.0760, 2.2229, 0.2271], [-6.0018, -2.5796, 0.1658]],
  "atomic_forces_ev_per_a": [[-0.3, -0.2, -0.1], [0.0, 0.0, 0.0], [0.1, 0.0, -0.1], [0.1, 0.1, 0.0], [-0.2, -0.1, -0.1], [0.0, 0.0, 0.2], [0.0, 0.0, 0.0], [-0.1, 0.0, 0.0], [0.0, 0.0, -0.2], [0.1, 0.0, 0.2], [-0.1, 0.0, -0.4], [0.5, 0.0, 0.0], [-0.2, 0.0, 0.5], [0.2, 0.0, -0.1], [0.0, 0.0, 0.2], [-0.1, 0.0, 0.0], [0.0, 0.0, -0.2], [0.1, 0.0, 0.0], [0.0, 0.0, 0.0], [0.1, 0.1, 0.1], [0.2, 0.1, 0.0], [-0.4, -0.1, 0.0], [0.0, 0.0, 0.0], [0.0, 0.0, 0.0], [0.0, 0.0, 0.0], [0.0, 0.0, 0.0], [0.0, 0.0, 0.0], [0.1, 0.0, -0.1], [0.1, 0.0, 0.1], [0.0, 0.0, 0.0], [0.0, 0.0, 0.0], [0.0, 0.0, 0.0], [0.0, 0.0, 0.0], [0.0, 0.0, 0.0], [0.0, 0.0, 0.0], [-0.1, -0.1, 0.0], [0.0, 0.0, 0.0], [0.0, 0.1, 0.0], [-0.1, 0.0, 0.0], [0.1, -0.1, 0.0], [-0.1, 0.1, 0.0], [0.1, 0.1, 0.0], [-0.2, 0.0, 0.0], [0.0, -0.1, 0.0], [0.0, -0.2, 0.0], [0.1, -0.1, -0.1], [0.1, 0.3, 0.0], [0.0, 0.1, 0.1], [0.0, 0.0, 0.0], [0.0, 0.0, 0.0], [0.0, 0.0, 0.0], [0.0, 0.0, 0.0], [0.0, 0.0, 0.0], [0.0, 0.0, 0.0]],
  "nbo_charge": [1.664, -0.256, 0.109, -0.499, 0.104, -0.006, -0.066, -0.183, -0.169, -0.212, 0.195, -0.632, 0.101, -0.177, -0.171, -0.158, -0.097, -0.042, -0.259, 0.114, -0.516, 0.210, 0.260, 0.224, 0.249, 0.246, 0.248, 0.239, 0.239, 0.249, 0.246, 0.250, 0.260, 0.222, -0.664, 0.293, -0.250, -0.066, -0.058, -0.066, 0.177, -0.238, -0.099, 0.199, 0.246, -0.613, 0.094, -0.467, 0.259, 0.243, 0.243, 0.253, 0.260, 0.269]
}


Record 3
{
  "formula": "C4H2INS",
  "method": "ωB97M-V with the def2-TZVPD basis set",
  "de_lowest_kcal_mol": 82.0,
  "orbital_gap_ha": 0.3020,
  "energy_ev": -24599.461,
  "fmax_ev_per_a": 8.1,
  "symbols": ["C", "C", "C", "C", "N", "S", "I", "H", "H"],
  "coordinates": [[-0.7250, -0.8814, -0.9670], [-0.9099, -1.9504, -1.5974], [2.1065, 1.0766, 0.6402], [-0.6357, 0.9245, 0.4553], [2.8975, 0.5623, 1.3049], [0.7516, 1.6915, -0.2080], [-0.6763, -0.0619, 2.2626], [-1.6786, 1.4296, 0.1806], [-1.1302, -2.7909, -2.0712]],
  "atomic_forces_ev_per_a": [[-1.0, -1.4, -0.4], [1.2, 6.9, 4.1], [-1.0, -0.5, 0.4], [-2.2, -2.5, -2.2], [0.0, 0.3, -0.3], [0.8, 1.3, -0.3], [0.0, 0.2, 0.2], [2.7, -1.1, 0.4], [-0.6, -3.2, -1.9]],
  "nbo_charge": [-0.158, -0.368, 0.016, -0.567, -0.242, 0.454, 0.354, 0.303, 0.208]
}


Record 4
{
  "formula": "C6H4",
  "method": "ωB97M-V with the def2-TZVPD basis set",
  "de_lowest_kcal_mol": 123.0,
  "orbital_gap_ha": 0.3534,
  "energy_ev": -6277.141,
  "fmax_ev_per_a": 4.4,
  "symbols": ["C", "C", "C", "C", "C", "C", "H", "H", "H", "H"],
  "coordinates": [[-2.0704, 0.5645, 0.1107], [-1.7575, -0.6753, 0.0289], [0.7743, 0.9974, 0.3378], [-0.3956, 0.0937, 0.0253], [0.8061, 0.0639, -0.8364], [0.9757, -0.4565, 0.5045], [0.9957, 2.0404, 0.6573], [-1.8420, -1.6675, -0.0435], [0.9250, 0.0999, -1.9536], [1.5886, -1.0605, 1.1689]],
  "atomic_forces_ev_per_a": [[-0.4, -0.3, 0.0], [0.7, 4.4, 0.5], [-0.1, 0.1, -0.4], [1.5, -1.3, 0.3], [-0.7, 1.5, -2.4], [0.1, 0.7, 1.1], [-0.3, -1.4, -0.3], [-0.3, -3.4, -0.2], [0.4, -0.3, 1.8], [-0.7, 0.0, -0.4]],
  "nbo_charge": [0.040, -0.342, -0.166, -0.111, -0.264, -0.206, 0.276, 0.244, 0.266, 0.263]
}


Record 5
{
  "formula": "C5H2N2OS",
  "method": "ωB97M-V with the def2-TZVPD basis set",
  "de_lowest_kcal_mol": 8.8,
  "orbital_gap_ha": 0.2549,
  "energy_ev": -21074.568,
  "fmax_ev_per_a": 2.7,
  "symbols": ["C", "C", "C", "C", "C", "N", "N", "O", "S", "H", "H"],
  "coordinates": [[-1.8407, 0.7691, 0.3605], [0.4505, 1.8031, -0.0680], [-0.5742, 0.8259, -0.0955], [-0.4996, -0.5249, -0.7134], [1.8353, -1.1576, 0.1132], [1.4889, 2.2976, 0.0693], [0.6607, -1.3239, -0.3190], [2.9366, -1.0871, 0.4881], [-2.1027, -0.9720, 0.0834], [-2.6031, 1.5038, 0.7961], [0.2483, -2.1340, -0.7148]],
  "atomic_forces_ev_per_a": [[-1.7, 0.5, 1.4], [1.1, -0.4, 0.4], [-0.7, -0.5, -0.7], [-0.4, 2.7, 0.0], [0.3, -0.7, 0.3], [-0.7, 0.2, -0.3], [1.0, 0.4, 0.6], [-1.9, 0.2, -0.8], [0.4, 0.9, 0.0], [1.4, -1.1, -1.0], [1.2, -2.1, -0.1]],
  "nbo_charge": [-0.294, 0.274, -0.300, -0.265, 0.946, -0.324, -0.632, -0.360, 0.214, 0.243, 0.498]
}


Record 6
{
  "formula": "C9H14O3",
  "method": "ωB97M-V with the def2-TZVPD basis set",
  "de_lowest_kcal_mol": 13.1,
  "orbital_gap_ha": 0.3922,
  "smiles": "O=C1C[C@@H]2CCCC[C@H](O)[C@@H]2O1",
  "energy_ev": -15700.904,
  "fmax_ev_per_a": 4.6,
  "symbols": ["C", "C", "C", "C", "C", "C", "C", "C", "C", "H", "H", "H", "H", "H", "H", "H", "H", "H", "H", "H", "H", "H", "H", "O", "O", "O"],
  "coordinates": [[0.5830, -1.3607, 0.2486], [2.0690, -1.1822, 0.4435], [2.7217, -0.0891, -0.4821], [1.9294, 1.2478, -0.6238], [0.9833, 1.7652, 0.4646], [-0.3755, 1.0390, 0.7005], [-1.5478, 1.3327, -0.2428], [-2.2661, -0.0097, -0.1353], [-0.3084, -0.4545, 1.0316], [-0.5505, -1.5523, -1.2559], [0.3495, -2.5247, 0.4022], [2.2868, -0.9542, 1.5560], [2.6324, -1.9756, 0.0175], [2.7451, -0.5318, -1.4494], [3.7260, 0.0219, -0.0562], [2.7451, 2.0040, -0.9003], [1.5404, 1.3200, -1.6359], [0.7145, 2.7343, 0.1992], [1.6312, 1.6192, 1.3019], [-0.7806, 1.4919, 1.6067], [-1.3171, 1.3557, -1.3017], [-1.9996, 2.2167, 0.0130], [-0.0129, -0.7545, 2.0389], [0.3077, -1.1818, -1.0574], [-3.3135, -0.2242, -0.6561], [-1.5495, -0.8692, 0.5929]],
  "atomic_forces_ev_per_a": [[1.3, -3.0, 0.4], [0.6, 2.2, 0.9], [-1.8, 0.6, 1.9], [2.0, 1.0, -2.1], [0.2, -2.9, -0.9], [1.8, 1.4, 0.8], [2.6, -3.7, -0.7], [-0.5, 2.5, 0.3], [1.1, 0.1, -0.5], [-0.2, -0.1, -0.1], [0.2, 2.4, 0.9], [-0.1, -0.7, -1.7], [0.1, -1.6, 0.7], [0.4, -0.2, -0.8], [-0.1, 0.3, -0.4], [-0.8, -0.3, 1.4], [-1.1, -0.7, 0.0], [0.0, 2.1, 0.2], [-0.1, 0.8, 1.4], [0.4, 0.0, 0.5], [0.5, 0.3, -0.3], [-1.7, 1.7, 0.7], [-1.1, 0.7, 0.7], [0.0, 0.6, -3.6], [-0.5, -1.2, -0.1], [-3.1, -2.0, 0.7]],
  "nbo_charge": [0.089, -0.423, -0.391, -0.417, -0.401, -0.227, -0.522, 0.806, 0.063, 0.482, 0.174, 0.198, 0.225, 0.216, 0.202, 0.208, 0.209, 0.215, 0.205, 0.212, 0.234, 0.235, 0.198, -0.731, -0.562, -0.498]
}